Here is a single C6H10O molecule in a non-equilibrium geometry from OMol25. Energies are from the ωB97M-V functional and the def2-TZVPD basis.

Each line ends with the Mulliken charge.
CARTESIAN COORDINATES (ANGSTROEM)
C: -2.55529 -1.33124 -1.03079  -1.254
C: -1.49705 -0.53203 -0.44325  -0.126
C: -0.31613 -0.10547 -1.07034  -0.264
C: 0.50241 0.76784 -0.23428  -0.519
C: 1.35765 0.42968 0.72352  0.613
C: 2.63079 1.18870 1.10353  -1.113
O: 1.14131 -0.76752 1.53999  -0.507
H: -3.25440 -1.62387 -0.20918  0.311
H: -2.18778 -2.23808 -1.46254  0.333
H: -3.19254 -0.67128 -1.61673  0.298
H: -1.92711 0.00133 0.41319  0.358
H: -0.06225 -0.32035 -2.12179  0.361
H: 0.34002 1.86486 -0.52279  0.230
H: 2.94858 1.78474 0.23851  0.320
H: 2.51216 1.85155 2.04578  0.229
H: 3.40675 0.49598 1.14163  0.382
H: 0.15288 -0.79484 1.50552  0.347

## Properties
Gap between HOMO and LUMO = 9.5 eV
Multiplicity = 1
SMILES string = C/C=C/C=C(/C)O
Energy relative to the best compared isomer or geometry (same formula, charge and spin) = 2.399 eV
Electronic energy = -309.754205 Ha
Total charge = 0

Here is 2 unconnected molecules or ions with the total composition C6H10O in a non-equilibrium geometry from OMol25. Energies are from the ωB97M-V functional and the def2-TZVPD basis.

Each line ends with the Mulliken charge.
CARTESIAN COORDINATES (ANGSTROEM)
C: 0.68896 -0.65097 -0.16330  0.253
C: 0.56992 0.67266 -0.22478  0.634
C: -0.55340 -0.09120 -0.85015  -0.440
C: 1.64259 -1.59297 0.42169  -1.087
C: 1.35276 1.91465 -0.12853  -0.988
C: -2.98285 -0.10742 1.00579  -0.832
O: -1.08430 -0.02025 -2.04141  -0.409
H: 2.53377 -1.06755 0.71966  0.302
H: 1.89397 -2.41746 -0.22520  0.296
H: 1.27248 -2.00593 1.32898  0.311
H: 2.39042 1.63008 0.01766  0.290
H: 1.15883 2.61744 0.67397  0.296
H: 1.23652 2.43441 -1.09650  0.279
H: -3.77716 -0.34825 0.29327  0.270
H: -3.07929 0.74858 1.66162  0.283
H: -2.29885 -0.94492 1.31846  0.227
H: -0.96438 -0.77088 -2.71120  0.317

## Properties
Gap between HOMO and LUMO (spin up / spin down) = 8.5 / 6.8 eV
Multiplicity = 1
Energy relative to the best compared isomer or geometry (same formula, charge and spin) = 6.447 eV
Electronic energy = -309.605442 Ha
Total charge = 0

Here is a molecular structure, C6H10O from OMol25. Energies are from the ωB97M-V functional and the def2-TZVPD basis.

Each line ends with the Mulliken charge.
CARTESIAN COORDINATES (ANGSTROEM)
C: 1.82504 0.48991 -0.88672  -1.238
C: 0.29042 0.12147 0.19188  1.465
C: 0.11767 -1.36862 0.41386  -0.892
C: -1.36352 -1.12797 -0.03972  -0.378
C: -1.03892 0.33438 -0.45840  -0.920
C: -1.15477 1.38682 0.64864  -0.519
O: 0.22821 1.09333 1.14829  -0.504
H: 2.48823 0.39497 -0.02909  0.427
H: 2.04496 -0.28075 -1.63146  0.386
H: 1.92438 1.49930 -1.30325  0.344
H: 0.71655 -2.00370 -0.24287  0.290
H: 0.28130 -1.67083 1.45146  0.263
H: -2.07926 -1.22133 0.78922  0.250
H: -1.69702 -1.79034 -0.84609  0.283
H: 0.50468 0.50678 -1.01714  0.304
H: -1.88864 1.19021 1.44337  0.218
H: -1.19931 2.44639 0.36801  0.221

## Properties
Gap between HOMO and LUMO = 8.0 eV
Multiplicity = 1
Energy relative to the best compared isomer or geometry (same formula, charge and spin) = 6.941 eV
Electronic energy = -309.587295 Ha
Total charge = 0